A single C5H10N4 molecule at a distorted geometry. Source: the Open Molecules 2025 dataset; level of theory: the ωB97M-V functional and the def2-TZVPD basis.

CARTESIAN COORDINATES (ANGSTROEM)
C  -0.71123  -1.35173  0.34887
C  0.73471  -1.25755  -0.19847
C  0.00511  1.07914  0.17720
C  -1.20670  0.14043  0.12050
C  1.20043  0.13946  -0.02633
N  -2.20683  0.35622  -0.86702
N  -2.43781  0.70903  0.53586
N  2.24647  0.69733  -0.73564
N  2.42701  0.27625  0.66656
H  -1.40407  -2.01491  0.00607
H  -0.57807  -1.58799  1.47007
H  1.31868  -2.06451  0.14737
H  0.76952  -1.55495  -1.22717
H  0.02552  1.88428  -0.54355
H  0.00297  1.70607  1.08981
H  -2.20763  1.20434  -1.45072
H  -3.29554  0.27314  0.77448
H  2.91289  0.15853  -1.47988
H  2.40457  1.20744  1.19199

Output
* total energy: -415.37041 Eh
* energy relative to the best compared isomer or geometry (same formula, charge and spin): 117.0 kcal/mol
* HOMO level: -9.10 eV
* SMILES: C1C[C@]2(C[C@]13NN3)NN2
* HOMO-LUMO gap: 0.377 hartree

So, what does the Löwdin scheme give us? The charges, in e, come out as: -0.05, -0.12, -0.02, -0.48, -0.60, 0.03, 0.04, 0.01, 0.06, 0.07, 0.14, 0.10, 0.11, 0.11, 0.13, 0.10, 0.08, 0.17, 0.12

***

A molecular structure, C42H49ClFN6O7Pd. Source: the Open Molecules 2025 dataset; level of theory: the ωB97M-V functional and the def2-TZVPD basis.

CARTESIAN COORDINATES (ANGSTROEM)
Pd  0.04029  -0.14688  0.07452
F  -3.61736  -2.89360  5.09996
C  -2.30294  -3.05234  4.81443
C  -1.77272  -2.50058  3.68892
C  -0.40430  -2.66280  3.43629
C  0.16375  -2.05977  2.22409
O  -0.62186  -1.42457  1.48920
C  1.55213  -2.27737  2.00702
C  2.25131  -2.99487  2.93058
N  1.74628  -3.51029  4.07040
C  2.59273  -4.27145  4.96210
C  2.95589  -3.67866  6.29399
C  3.98702  -3.79638  5.21123
C  0.39585  -3.36952  4.33868
C  -0.18238  -3.93498  5.48786
C  -1.52729  -3.78431  5.72427
N  -2.11660  -4.34831  6.90928
C  -3.24423  -5.25222  6.66691
C  -3.34655  -6.18311  7.88247
N  -2.71124  -5.47917  9.05319
C  -3.12415  -4.03691  9.10306
C  -2.48370  -3.32915  7.89803
C  2.37508  -1.78763  0.82265
O  3.55834  -2.10444  0.80417
O  1.80363  -1.08383  -0.07721
H  -2.37458  -1.93262  2.99218
H  3.30312  -3.16254  2.74204
H  2.42745  -5.34103  4.90580
H  3.01441  -4.34241  7.14558
H  2.58110  -2.68530  6.50254
H  4.75428  -4.55105  5.30015
H  4.30056  -2.88085  4.73059
H  0.41368  -4.49623  6.19177
H  -3.04775  -5.84303  5.77524
H  -4.18286  -4.71447  6.50819
H  -2.80393  -7.11567  7.74366
H  -4.37658  -6.40329  8.15520
H  -1.69971  -5.50558  8.90765
H  -2.92909  -5.95975  9.92461
H  -2.79648  -3.61834  10.05131
H  -4.21175  -4.02467  9.07093
H  -1.57869  -2.80287  8.19922
H  -3.19300  -2.59611  7.50043
C  -5.80324  3.43208  0.48255
O  -4.89396  4.15831  -0.32647
C  -3.68335  3.61260  -0.55875
C  -2.83227  4.38515  -1.38495
C  -1.59803  3.90457  -1.67706
C  -1.11441  2.65904  -1.18607
C  0.18563  2.22584  -1.58708
C  1.02026  3.05905  -2.52385
O  0.74441  1.15950  -1.23094
C  -1.97617  1.89466  -0.33897
O  -1.69525  0.75633  0.20117
C  -3.26871  2.40742  -0.05314
H  -6.70520  4.03445  0.53520
H  -5.40204  3.28502  1.48790
H  -6.03640  2.46239  0.03736
H  -3.18712  5.33232  -1.76424
H  -0.95675  4.49773  -2.31286
H  0.50382  3.21868  -3.47040
H  1.95504  2.53947  -2.70928
H  1.23390  4.03577  -2.08879
H  -3.89444  1.79818  0.58087
C  5.21640  0.01650  4.06647
C  6.27954  0.53756  3.08162
C  7.65471  0.23085  3.69125
C  6.13838  -0.27217  1.78930
C  6.13913  2.08734  2.87066
O  5.96756  2.72526  4.14070
C  7.37620  2.78095  2.24512
C  7.92814  2.42017  0.85786
C  7.04013  2.78066  -0.30954
C  6.71207  4.11325  -0.55082
C  5.89243  4.47362  -1.60688
C  5.39128  3.48486  -2.43941
Cl  4.38173  3.93257  -3.78295
C  5.70159  2.15350  -2.22904
C  6.52865  1.81249  -1.16645
C  4.91693  2.52744  2.05228
N  3.62241  2.02858  2.47314
C  2.82516  1.18519  1.80384
N  1.72272  0.95392  2.48985
C  1.90089  1.72623  3.59351
N  3.03216  2.39436  3.62852
H  5.52585  -0.97619  4.40371
H  4.23574  -0.08400  3.59948
H  5.11617  0.66258  4.93630
H  7.72339  -0.83658  3.90744
H  7.81735  0.75831  4.63531
H  8.47392  0.47777  3.01514
H  6.17066  -1.33716  2.02942
H  6.94237  -0.08322  1.08237
H  5.18752  -0.11141  1.28444
H  6.80209  2.67660  4.61915
H  8.19324  2.66317  2.96183
H  7.13909  3.84858  2.25455
H  8.20562  1.36910  0.80129
H  8.86388  2.97665  0.75097
H  7.10987  4.88934  0.09331
H  5.65054  5.51062  -1.79475
H  5.30671  1.39324  -2.88881
H  6.77253  0.76930  -1.00956
H  5.03314  2.22483  1.01459
H  4.88033  3.61661  2.08462
H  3.07126  0.77353  0.83600
H  1.17185  1.80886  4.38339

Output
* total energy: -3172.80152 Eh
* net charge: +1
* energy relative to the best compared isomer or geometry (same formula, charge and spin): 0.0 kcal/mol
* HOMO level: -9.21 eV
* HOMO-LUMO gap: 0.219 hartree

Here are the Löwdin charges for atoms 1 to 99, given in e: 1.10, 0.07, -0.19, 0.11, -0.03, -0.27, -0.08, -0.02, 0.06, 0.02, -0.26, -0.09, -0.07, -0.11, 0.08, -0.17, -0.11, -0.13, -0.07, 0.05, -0.07, -0.12, -0.61, 0.03, -0.13, 0.15, 0.15, 0.16, 0.10, 0.12, 0.11, 0.09, 0.12, 0.15, 0.13, 0.14, 0.14, 0.18, 0.19, 0.14, 0.14, 0.14, 0.13, -0.07, -0.06, -0.28, -0.01, -0.03, -0.10, -0.34, -0.01, -0.09, -0.31, -0.16, 0.05, 0.09, 0.10, 0.10, 0.12, 0.11, 0.10, 0.06, 0.10, 0.11, -0.04, -0.48, -0.04, -0.03, -0.42, -0.02, -0.11, -0.13, -0.24, -0.04, -0.10, -0.66, 0.68, -0.09, -0.04, -0.04, -0.11, -0.16, 0.09, -0.22, 0.12, 0.07, 0.07, 0.09, 0.09, 0.09, 0.08, 0.09, 0.06, 0.06, 0.09, 0.11, 0.12, 0.10, 0.13

***

2 unconnected molecules or ions with the total composition C3H10NO2 at a distorted geometry. Source: the Open Molecules 2025 dataset; level of theory: the ωB97M-V functional and the def2-TZVPD basis.

CARTESIAN COORDINATES (ANGSTROEM)
C  -0.32217  -0.43483  0.31817
C  0.64802  -0.67834  1.49179
C  1.30165  0.58023  1.97993
O  1.41517  1.60351  1.33844
N  0.18486  0.49772  -0.72584
H  -1.26852  -0.10253  0.73205
H  -0.58260  -1.34945  -0.20790
H  1.43003  -1.36695  1.16943
H  0.05481  -1.08403  2.29895
H  1.91236  0.50219  2.89614
H  -0.53411  1.06415  -1.17736
H  0.72722  0.01311  -1.43583
H  0.84860  1.15327  -0.27049
H  -1.37147  -0.12008  -3.32333
H  -2.68075  -0.25838  -2.64690
O  -1.76311  -0.01960  -2.43725

Output
* total energy: -325.29023 Eh
* net charge: +1
* energy relative to the best compared isomer or geometry (same formula, charge and spin): 17.1 kcal/mol
* HOMO level: -14.55 eV
* HOMO-LUMO gap: 0.411 hartree

So, what does the Löwdin scheme give us? The charges, in e, come out as: -0.14, -0.10, -0.19, 0.05, 0.17, 0.14, 0.13, 0.14, 0.13, 0.14, 0.14, 0.17, 0.12, 0.07, 0.08, -0.05